1.
The following is a DFT calculation (wB97M-V/def2-TZVPD) of a cluster of 3 separate species, C3H11NO3S in total at a distorted geometry.

CARTESIAN COORDINATES (ANGSTROEM)
C  -0.902  0.257  0.093
O  -0.946  -0.373  -1.138
C  0.408  0.401  0.867
C  0.529  1.870  1.458
S  -0.479  2.259  2.963
N  0.437  -0.545  1.982
H  -1.388  1.258  -0.003
H  -1.679  -0.079  0.822
H  1.274  0.246  0.216
H  0.233  2.571  0.665
H  1.597  2.049  1.663
H  -0.330  -0.497  2.638
H  1.208  -0.221  2.564
H  0.607  -1.443  -2.810
H  0.858  0.050  -2.984
O  1.013  -0.789  -3.439
H  -1.397  -2.942  -2.274
H  -0.582  -1.337  -1.213
O  -0.463  -2.735  -2.070

Results
Orbital gap in eV: 6.02
E in eV: -21755.885
Total charge: -2

Here are the Löwdin charges for atoms 1 to 6, given in e: -0.32, -0.14, -0.45, -0.72, 0.00, -0.03

---

2.
The following is a DFT calculation (wB97M-V/def2-TZVPD) of a structure of composition C24H20N3O7Pd at a distorted geometry.

CARTESIAN COORDINATES (ANGSTROEM)
Pd  -3.072  -0.537  -1.577
O  -5.849  -3.354  -1.219
C  -4.933  -2.729  -0.780
O  -4.712  -1.566  -0.438
C  -3.592  -3.732  -0.474
C  -2.649  -3.077  0.543
C  -1.727  -4.182  1.098
C  -0.797  -4.427  -0.097
C  -1.349  -3.412  -1.114
O  -1.753  -2.323  -0.280
C  -2.697  -3.931  -1.664
C  -2.899  -3.054  -3.025
O  -2.262  -3.464  -3.961
O  -3.614  -2.035  -2.908
H  -4.083  -4.641  -0.132
H  -3.129  -2.439  1.287
H  -2.273  -5.070  1.400
H  -1.182  -3.798  1.958
H  -0.832  -5.445  -0.471
H  0.238  -4.180  0.134
H  -0.642  -3.085  -1.876
H  -2.677  -4.954  -2.039
C  3.298  3.580  5.821
O  3.080  2.570  4.851
C  3.234  2.831  3.556
C  3.711  4.039  3.019
C  3.789  4.212  1.658
C  3.307  3.220  0.784
C  2.878  1.981  1.323
C  2.867  1.791  2.673
N  3.318  3.433  -0.547
N  2.618  2.911  -1.413
C  1.332  2.565  -1.329
C  0.472  3.189  -0.392
C  -0.818  2.792  -0.213
C  -1.351  1.691  -0.936
O  -2.532  1.276  -0.762
C  -0.495  1.076  -1.944
N  -1.023  0.036  -2.622
C  -0.342  -0.506  -3.612
C  0.940  -0.062  -3.965
C  1.528  0.957  -3.252
C  0.805  1.557  -2.204
H  2.967  3.152  6.766
H  2.707  4.470  5.595
H  4.357  3.840  5.888
H  4.015  4.845  3.667
H  4.151  5.141  1.246
H  2.572  1.185  0.659
H  2.561  0.850  3.103
H  0.858  4.030  0.167
H  -1.459  3.299  0.490
H  -0.821  -1.313  -4.156
H  1.444  -0.529  -4.797
H  2.517  1.326  -3.487

Results
Orbital gap (alpha / beta) in eV: 1.99 / 1.99
E in eV: -47482.513
Total charge: +1

Here are the Löwdin charges for atoms 1 to 6, given in e: 1.11, 0.11, -0.65, -0.06, -0.11, -0.27

---

3.
The following is a DFT calculation (wB97M-V/def2-TZVPD) of a cluster of 2 separate species, C3H6N2 in total at a distorted geometry.

CARTESIAN COORDINATES (ANGSTROEM)
C  -1.395  -0.964  1.031
C  -1.082  -0.034  0.131
C  -0.887  -0.353  -1.258
N  -0.754  -0.599  -2.382
H  -1.504  -2.012  0.768
H  -1.536  -0.691  2.072
H  -0.929  1.008  0.392
N  1.741  0.972  -0.154
H  2.100  0.366  0.579
H  2.314  1.811  -0.148
H  1.932  0.496  -1.031

Results
SMILES: C=CC#N.N
Orbital gap in eV: 10.90
E in eV: -6187.465

Here are the Löwdin charges for atoms 1 to 6, given in e: 0.03, -0.20, -0.26, 0.14, 0.07, 0.06

---

4.
The following is a DFT calculation (wB97M-V/def2-TZVPD) of a cluster of 2 separate species, C3H4N2O3 in total at a distorted geometry.

CARTESIAN COORDINATES (ANGSTROEM)
C  -3.217  0.686  0.208
C  -0.604  -1.756  -0.537
C  -0.159  0.880  0.199
N  0.291  -0.216  0.808
N  0.025  -1.481  0.551
O  -3.559  1.236  -0.734
O  -1.215  -1.172  -1.393
O  -2.897  0.162  1.181
H  -0.626  -2.951  -0.658
H  -0.861  0.712  -0.587
H  0.200  1.857  0.405
H  0.804  -0.114  1.690

Results
Orbital gap (alpha / beta) in eV: 9.00 / 9.00
E in eV: -12296.663

Here are the Löwdin charges for atoms 1 to 6, given in e: -0.47, -0.49, 0.11, -0.04, 0.02, 0.23

---

5.
The following is a DFT calculation (wB97M-V/def2-TZVPD) of a structure of composition C4H8NO at a distorted geometry.

CARTESIAN COORDINATES (ANGSTROEM)
C  -1.049  -0.120  0.994
C  -2.011  -0.081  0.012
C  0.001  -0.032  -0.113
C  0.988  -1.170  -0.249
N  0.780  1.375  -0.204
O  -1.060  0.122  -1.105
H  -0.982  -0.298  2.057
H  -3.111  0.024  0.074
H  1.423  -1.373  -1.259
H  0.509  -2.110  -0.054
H  1.567  -1.245  0.561
H  1.777  1.228  0.094
H  0.612  2.115  0.369
H  0.555  1.565  -1.176

Results
Orbital gap in eV: 10.37
E in eV: -7805.372
Total charge: +1

Here are the Löwdin charges for atoms 1 to 6, given in e: 0.04, 0.05, -0.41, 0.02, 0.30, -0.03

---

6.
The following is a DFT calculation (wB97M-V/def2-TZVPD) of an isolated molecule of C4H8O2.

CARTESIAN COORDINATES (ANGSTROEM)
O  1.876  0.880  -0.736
C  1.697  -0.408  -0.174
C  0.235  -0.733  0.224
C  -0.748  0.308  -0.259
C  -2.136  0.305  0.193
O  -1.206  1.240  0.721
H  1.699  1.544  -0.058
H  2.031  -1.100  -0.952
H  2.362  -0.548  0.689
H  -0.041  -1.712  -0.187
H  0.126  -0.802  1.314
H  -0.508  0.768  -1.217
H  -2.473  -0.470  0.883
H  -2.914  0.729  -0.441

Results
SMILES: OCC[C@H]1CO1
Orbital gap in eV: 11.31
E in eV: -8371.008

Here are the Löwdin charges for atoms 1 to 6, given in e: -0.08, -0.25, -0.12, -0.31, -0.12, -0.05

---

7.
The following is a DFT calculation (wB97M-V/def2-TZVPD) of a structure of composition C6H8AuCeCl2N2O3S at a distorted geometry.

CARTESIAN COORDINATES (ANGSTROEM)
Au  -3.032  0.152  -2.553
Ce  -0.726  0.109  -1.293
Cl  -0.433  1.442  -3.324
Cl  -2.312  -2.036  -2.316
C  -0.463  1.518  1.013
C  -4.855  0.118  -3.999
C  -5.203  0.487  -2.722
O  -0.282  2.129  1.981
O  -5.235  -0.269  -5.058
O  -6.118  0.774  -2.028
C  2.318  -1.634  2.314
N  1.603  -1.390  1.045
C  2.246  -1.212  -0.132
S  1.385  -1.518  -1.626
N  3.511  -0.705  -0.125
C  3.943  0.321  0.860
H  3.301  -2.115  2.138
H  1.732  -2.318  2.939
H  2.447  -0.700  2.888
H  0.729  -1.934  0.928
H  3.877  -0.555  -1.069
H  4.668  0.977  0.373
H  3.120  0.956  1.211
H  4.450  -0.164  1.699

Results
Orbital gap (alpha / beta) in eV: 6.84 / 5.39
Spin multiplicity: 4
E in eV: -67922.944
Total charge: +4

Here are the Löwdin charges for atoms 1 to 6, given in e: 0.64, 0.29, 0.29, 0.26, 0.03, -0.01

---

8.
The following is a DFT calculation (wB97M-V/def2-TZVPD) of an isolated molecule of C4H5BrO at a distorted geometry.

CARTESIAN COORDINATES (ANGSTROEM)
Br  -0.922  1.613  1.899
C  0.230  0.828  0.572
C  0.458  -0.693  0.639
C  -0.110  -0.852  -0.774
O  -1.430  -0.393  -0.768
C  -0.449  0.566  -0.927
H  1.136  1.419  0.497
H  -0.134  -1.202  1.399
H  1.505  -0.965  0.738
H  0.185  -1.570  -1.520
H  -0.468  1.250  -1.754

Results
SMILES: Br[C@H]1C[C@H]2O[C@@H]12
Orbital gap in eV: 10.71
E in eV: -76316.698

Here are the Löwdin charges for atoms 1 to 6, given in e: 0.66, -0.63, -0.15, -0.24, 0.00, -0.22